This record from the Open Molecules 2025 dataset describes a 18-piece molecular cluster, C84H90N18O12 overall in a non-equilibrium geometry. The level of theory is the ωB97M-V functional and the def2-TZVPD basis.

Computed properties:
* maximum force: 5.06 eV/A
* Kohn-Sham gap: 6.64 eV
* total charge: 0
* total energy: -139937.4283 eV
* E_LUMO: -0.0405 Eh

Last columns: bonded neighbours and bond lengths (Å).
CARTESIAN COORDINATES (ANGSTROEM)
1 N -4.61 -3.76 2.00  C2 1.367, C5 1.357, H6 1.010
2 C -3.73 -3.70 0.96  N1 1.367, C3 1.420, H7 1.080
3 C -4.30 -4.32 -0.19  C2 1.420, C4 1.347, H8 1.080
4 C -5.57 -4.62 0.14  C3 1.347, C5 1.384, H9 1.080
5 C -5.74 -4.28 1.47  N1 1.357, C4 1.384, H10 1.080
6 H -4.56 -3.28 2.89  N1 1.010
7 H -2.84 -3.13 1.19  C2 1.080
8 H -3.77 -4.36 -1.13  C3 1.080
9 H -6.38 -4.95 -0.48  C4 1.080
10 H -6.65 -4.38 2.05  C5 1.080
11 N -4.30 1.74 3.66  C12 1.335, C15 1.403, H16 1.010
12 C -5.01 1.96 2.56  N11 1.335, C13 1.388, H17 1.080
13 C -5.25 0.81 1.81  C12 1.388, C14 1.426, H18 1.080
14 C -4.57 -0.21 2.53  C13 1.426, C15 1.432, H19 1.080
15 C -3.97 0.38 3.69  N11 1.403, C14 1.432, H20 1.080
16 H -3.89 2.42 4.29  N11 1.010
17 H -5.27 2.97 2.29  C12 1.080
18 H -5.91 0.76 0.96  C13 1.080
19 H -4.48 -1.26 2.27  C14 1.080
20 H -3.34 -0.09 4.44  C15 1.080
21 N -0.71 -5.71 -2.94  C22 1.341, C25 1.363, H26 1.010
22 C -0.54 -6.99 -3.30  N21 1.341, C23 1.394, H27 1.080
23 C -1.39 -7.78 -2.53  C22 1.394, C24 1.331, H28 1.080
24 C -1.77 -7.05 -1.49  C23 1.331, C25 1.423, H29 1.080
25 C -1.45 -5.70 -1.80  N21 1.363, C24 1.423, H30 1.080
26 H -0.29 -4.91 -3.38  N21 1.010
27 H 0.02 -7.30 -4.17  C22 1.080
28 H -1.61 -8.80 -2.80  C23 1.080
29 H -2.31 -7.30 -0.58  C24 1.080
30 H -1.72 -4.80 -1.26  C25 1.080
31 N -5.64 3.97 -4.93  C32 1.378, C35 1.377, H36 1.010
32 C -5.87 4.00 -3.58  N31 1.378, C33 1.378, H37 1.080
33 C -7.10 4.57 -3.30  C32 1.378, C34 1.392, H38 1.080
34 C -7.70 4.81 -4.53  C33 1.392, C35 1.442, H39 1.080
35 C -6.75 4.50 -5.56  N31 1.377, C34 1.442, H40 1.080
36 H -4.82 3.67 -5.45  N31 1.010
37 H -5.21 3.57 -2.83  C32 1.080
38 H -7.41 4.76 -2.28  C33 1.080
39 H -8.68 5.22 -4.74  C34 1.080
40 H -6.68 4.60 -6.63  C35 1.080
41 N 1.86 0.02 -3.60  C42 1.355, C45 1.380, H46 1.010
42 C 1.94 1.05 -4.47  N41 1.355, C43 1.400, H47 1.080
43 C 3.05 1.83 -4.15  C42 1.400, C44 1.404, H48 1.080
44 C 3.64 1.25 -3.01  C43 1.404, C45 1.354, H49 1.080
45 C 2.91 0.15 -2.72  N41 1.380, C44 1.354, H50 1.080
46 H 1.07 -0.59 -3.43  N41 1.010
47 H 1.20 1.13 -5.26  C42 1.080
48 H 3.41 2.70 -4.68  C43 1.080
49 H 4.50 1.64 -2.48  C44 1.080
50 H 2.99 -0.66 -2.00  C45 1.080
51 N 2.77 -4.56 2.59  C52 1.372, C55 1.405, H56 1.010
52 C 2.29 -3.78 1.57  N51 1.372, C53 1.394, H57 1.080
53 C 1.28 -4.51 0.96  C52 1.394, C54 1.399, H58 1.080
54 C 1.09 -5.72 1.63  C53 1.399, C55 1.389, H59 1.080
55 C 1.91 -5.65 2.76  N51 1.405, C54 1.389, H60 1.080
56 H 3.64 -4.40 3.08  N51 1.010
57 H 2.78 -2.82 1.48  C52 1.080
58 H 0.76 -4.15 0.08  C53 1.080
59 H 0.35 -6.47 1.40  C54 1.080
60 H 2.03 -6.32 3.60  C55 1.080
61 N -5.57 -1.64 -1.30  C62 1.369, C65 1.403, H66 1.010
62 C -6.49 -0.98 -2.08  N61 1.369, C63 1.425, H67 1.080
63 C -5.95 0.28 -2.45  C62 1.425, C64 1.403, H68 1.080
64 C -4.67 0.29 -1.88  C63 1.403, C65 1.345, H69 1.080
65 C -4.40 -0.85 -1.22  N61 1.403, C64 1.345, H70 1.080
66 H -5.67 -2.58 -0.97  N61 1.010
67 H -7.41 -1.49 -2.32  C62 1.080
68 H -6.48 1.05 -3.00  C63 1.080
69 H -3.97 1.11 -1.82  C64 1.080
70 H -3.57 -1.20 -0.63  C65 1.080
71 N 6.41 -3.81 1.84  C72 1.337, C75 1.371, H76 1.010
72 C 6.61 -4.58 2.92  N71 1.337, C73 1.364, H77 1.080
73 C 5.99 -4.03 4.01  C72 1.364, C74 1.349, H78 1.080
74 C 5.32 -2.94 3.57  C73 1.349, C75 1.341, H79 1.080
75 C 5.61 -2.78 2.27  N71 1.371, C74 1.341, H80 1.080
76 H 6.91 -3.91 0.97  N71 1.010
77 H 7.17 -5.50 2.94  C72 1.080
78 H 6.00 -4.54 4.96  C73 1.080
79 H 4.81 -2.25 4.22  C74 1.080
80 H 5.38 -1.93 1.65  C75 1.080
81 N 1.00 -3.38 -4.85  C82 1.421, C85 1.388, H86 1.010
82 C -0.07 -2.61 -4.32  N81 1.421, C83 1.359, H87 1.080
83 C 0.02 -2.41 -2.98  C82 1.359, C84 1.383, H88 1.080
84 C 1.17 -3.05 -2.57  C83 1.383, C85 1.411, H89 1.080
85 C 1.78 -3.59 -3.72  N81 1.388, C84 1.411, H90 1.080
86 H 1.12 -3.61 -5.82  N81 1.010
87 H -0.75 -2.08 -4.97  C82 1.080
88 H -0.61 -1.83 -2.31  C83 1.080
89 H 1.54 -3.05 -1.55  C84 1.080
90 H 2.67 -4.20 -3.83  C85 1.080
91 N -0.24 -3.51 3.42  C92 1.374, C95 1.344, H96 1.010
92 C -0.04 -2.31 4.05  N91 1.374, C93 1.325, H97 1.080
93 C -1.14 -1.96 4.70  C92 1.325, C94 1.416, H98 1.080
94 C -2.09 -2.98 4.43  C93 1.416, C95 1.341, H99 1.080
95 C -1.50 -3.91 3.66  N91 1.344, C94 1.341, H100 1.080
96 H 0.45 -4.05 2.92  N91 1.010
97 H 0.97 -1.92 3.98  C92 1.080
98 H -1.31 -1.08 5.30  C93 1.080
99 H -3.09 -3.12 4.82  C94 1.080
100 H -1.85 -4.87 3.30  C95 1.080
101 N -4.16 1.10 -5.30  C102 1.376, C105 1.369, H106 1.010
102 C -4.34 1.76 -6.49  N101 1.376, C103 1.424, H107 1.080
103 C -3.11 2.41 -6.80  C102 1.424, C104 1.406, H108 1.080
104 C -2.23 2.12 -5.74  C103 1.406, C105 1.386, H109 1.080
105 C -2.94 1.42 -4.77  N101 1.369, C104 1.386, H110 1.080
106 H -4.80 0.49 -4.81  N101 1.010
107 H -5.21 1.47 -7.06  C102 1.080
108 H -2.86 2.87 -7.75  C103 1.080
109 H -1.27 2.61 -5.73  C104 1.080
110 H -2.67 1.01 -3.81  C105 1.080
111 N -1.70 0.16 0.73  C112 1.364, C115 1.358, H116 1.010
112 C -0.91 0.90 -0.10  N111 1.364, C113 1.366, H117 1.080
113 C 0.31 0.30 -0.25  C112 1.366, C114 1.419, H118 1.080
114 C 0.30 -0.89 0.52  C113 1.419, C115 1.399, H119 1.080
115 C -0.97 -0.93 1.09  N111 1.358, C114 1.399, H120 1.080
116 H -2.63 0.39 1.04  N111 1.010
117 H -1.27 1.83 -0.50  C112 1.080
118 H 1.08 0.82 -0.80  C113 1.080
119 H 1.08 -1.62 0.69  C114 1.080
120 H -1.43 -1.64 1.77  C115 1.080
121 C -6.00 6.95 1.14  C122 1.409, C126 1.385, H130 1.080
122 C -4.66 7.16 1.51  C121 1.409, C123 1.415, H131 1.080
123 C -3.69 6.19 1.14  C122 1.415, C124 1.399, H132 1.080
124 C -4.10 5.11 0.34  C123 1.399, C125 1.446, N127 1.442
125 C -5.47 4.98 -0.10  C124 1.446, C126 1.370, H133 1.080
126 C -6.40 5.86 0.39  C121 1.385, C125 1.370, H134 1.080
127 N -3.20 4.03 0.05  C124 1.442, O128 1.213, O129 1.220
128 O -2.08 4.00 0.54  N127 1.213
129 O -3.59 3.14 -0.68  N127 1.220
130 H -6.79 7.66 1.33  C121 1.080
131 H -4.36 8.05 2.04  C122 1.080
132 H -2.66 6.38 1.41  C123 1.080
133 H -5.88 4.19 -0.71  C125 1.080
134 H -7.41 5.82 0.00  C126 1.080
135 C 1.64 0.48 4.20  C136 1.392, C140 1.373, H144 1.080
136 C 1.82 0.65 5.57  C135 1.392, C137 1.382, H145 1.080
137 C 3.07 0.56 6.16  C136 1.382, C138 1.445, H146 1.080
138 C 4.19 0.31 5.28  C137 1.445, C139 1.392, N141 1.467
139 C 4.02 0.28 3.90  C138 1.392, C140 1.397, H147 1.080
140 C 2.72 0.27 3.38  C135 1.373, C139 1.397, H148 1.080
141 N 5.58 0.39 5.75  C138 1.467, O142 1.242, O143 1.226
142 O 5.76 0.52 6.97  N141 1.242
143 O 6.51 0.29 4.96  N141 1.226
144 H 0.70 0.59 3.69  C135 1.080
145 H 0.96 0.67 6.22  C136 1.080
146 H 3.21 0.64 7.23  C137 1.080
147 H 4.84 0.19 3.21  C139 1.080
148 H 2.55 0.23 2.31  C140 1.080
149 C 5.06 -4.71 -2.07  C150 1.377, C154 1.401, H158 1.080
150 C 5.92 -5.63 -2.62  C149 1.377, C151 1.458, H159 1.080
151 C 6.21 -6.81 -1.81  C150 1.458, C152 1.378, H160 1.080
152 C 5.74 -6.90 -0.52  C151 1.378, C153 1.398, N155 1.487
153 C 5.02 -5.86 0.07  C152 1.398, C154 1.430, H161 1.080
154 C 4.59 -4.78 -0.75  C149 1.401, C153 1.430, H162 1.080
155 N 5.80 -8.21 0.17  C152 1.487, O156 1.263, O157 1.214
156 O 6.57 -9.12 -0.25  N155 1.263
157 O 5.23 -8.30 1.24  N155 1.214
158 H 4.82 -3.81 -2.62  C149 1.080
159 H 6.25 -5.44 -3.63  C150 1.080
160 H 6.70 -7.68 -2.23  C151 1.080
161 H 4.80 -5.93 1.13  C153 1.080
162 H 4.04 -3.93 -0.36  C154 1.080
163 C 1.82 3.41 2.32  C164 1.404, C168 1.380, H172 1.080
164 C 0.49 3.76 2.57  C163 1.404, C165 1.429, H173 1.080
165 C 0.13 4.66 3.62  C164 1.429, C166 1.385, H174 1.080
166 C 1.12 5.30 4.35  C165 1.385, C167 1.411, N169 1.462
167 C 2.45 4.93 4.04  C166 1.411, C168 1.346, H175 1.080
168 C 2.78 4.05 3.07  C163 1.380, C167 1.346, H176 1.080
169 N 0.77 6.40 5.24  C166 1.462, O170 1.242, O171 1.203
170 O 1.70 7.08 5.72  N169 1.242
171 O -0.38 6.59 5.54  N169 1.203
172 H 1.89 2.64 1.55  C163 1.080
173 H -0.32 3.36 1.98  C164 1.080
174 H -0.93 4.81 3.73  C165 1.080
175 H 3.18 5.52 4.57  C167 1.080
176 H 3.81 3.83 2.85  C168 1.080
177 C 0.36 3.18 -2.29  C178 1.403, C182 1.417, H186 1.080
178 C 1.25 3.63 -1.31  C177 1.403, C179 1.411, H187 1.080
179 C 1.08 4.88 -0.68  C178 1.411, C180 1.396, H188 1.080
180 C 0.01 5.72 -1.03  C179 1.396, C181 1.427, N183 1.481
181 C -0.98 5.21 -1.92  C180 1.427, C182 1.421, H189 1.080
182 C -0.79 3.96 -2.58  C177 1.417, C181 1.421, H190 1.080
183 N -0.05 7.06 -0.41  C180 1.481, O184 1.199, O185 1.211
184 O -1.06 7.67 -0.59  N183 1.199
185 O 0.88 7.51 0.22  N183 1.211
186 H 0.39 2.23 -2.81  C177 1.080
187 H 2.14 3.05 -1.13  C178 1.080
188 H 1.75 5.17 0.11  C179 1.080
189 H -1.84 5.81 -2.17  C181 1.080
190 H -1.50 3.62 -3.33  C182 1.080
191 C 6.97 4.71 -1.43  C192 1.411, C196 1.360, H200 1.080
192 C 5.71 4.89 -0.83  C191 1.411, C193 1.401, H201 1.080
193 C 4.98 3.87 -0.21  C192 1.401, C194 1.446, H202 1.080
194 C 5.51 2.52 -0.28  C193 1.446, C195 1.378, N197 1.505
195 C 6.80 2.39 -0.73  C194 1.378, C196 1.403, H203 1.080
196 C 7.51 3.47 -1.28  C191 1.360, C195 1.403, H204 1.080
197 N 4.76 1.35 0.30  C194 1.505, O198 1.213, O199 1.216
198 O 3.56 1.53 0.40  N197 1.213
199 O 5.39 0.37 0.64  N197 1.216
200 H 7.48 5.62 -1.72  C191 1.080
201 H 5.32 5.90 -0.79  C192 1.080
202 H 4.03 4.13 0.23  C193 1.080
203 H 7.26 1.42 -0.77  C195 1.080
204 H 8.51 3.36 -1.68  C196 1.080

Results of the Löwdin charge analysis, in e, for atoms 1 through 99: 0.04, -0.13, -0.13, -0.15, -0.14, 0.13, 0.08, 0.09, 0.11, 0.11, 0.02, -0.17, -0.09, -0.11, -0.09, 0.15, 0.10, 0.10, 0.06, 0.08, 0.03, -0.14, -0.14, -0.12, -0.12, 0.09, 0.10, 0.10, 0.10, 0.08, 0.02, -0.15, -0.13, -0.10, -0.10, 0.10, 0.08, 0.07, 0.08, 0.10, 0.04, -0.15, -0.10, -0.12, -0.15, 0.09, 0.10, 0.09, 0.08, 0.11, 0.05, -0.17, -0.13, -0.09, -0.10, 0.10, 0.10, 0.07, 0.10, 0.11, 0.04, -0.11, -0.10, -0.17, -0.12, 0.09, 0.10, 0.08, 0.07, 0.09, 0.05, -0.16, -0.12, -0.16, -0.14, 0.16, 0.12, 0.11, 0.10, 0.10, 0.06, -0.15, -0.16, -0.12, -0.12, 0.15, 0.11, 0.11, 0.08, 0.10, 0.05, -0.15, -0.12, -0.14, -0.16, 0.07, 0.10, 0.09, 0.09